{"formula": "C50H46AsKN4Si2", "method": "ωB97M-V with the def2-TZVPD basis set", "elements": ["C", "C", "H", "N", "H", "H", "H", "H", "C", "H", "H", "C", "H", "H", "H", "H", "H", "H", "C", "H", "H", "C", "C", "C", "C", "C", "H", "H", "H", "As", "C", "C", "C", "C", "H", "C", "C", "C", "C", "C", "C", "H", "H", "C", "Si", "H", "H", "C", "H", "H", "C", "C", "N", "H", "C", "C", "H", "C", "H", "H", "H", "C", "C", "H", "Si", "C", "C", "H", "C", "H", "C", "C", "C", "C", "C", "K", "C", "H", "C", "H", "H", "H", "C", "H", "C", "C", "H", "N", "C", "C", "C", "N", "C", "H", "H", "H", "C", "C", "H", "H", "H", "H", "C", "C"], "xyz": [[3.059, 2.842, 3.647], [2.219, 3.650, 4.410], [5.072, -5.650, 3.647], [2.113, -0.279, 1.767], [0.411, -4.711, 2.339], [1.267, 5.518, -0.317], [-5.797, -0.221, 1.995], [-1.100, -4.543, -7.157], [-0.023, -2.489, -4.032], [4.451, 4.938, 6.614], [-4.109, -2.124, -3.617], [4.414, 2.808, 3.978], [-5.327, 0.771, 3.389], [-3.301, 3.238, 2.063], [1.165, 3.682, 4.164], [4.509, -3.556, 2.465], [-1.593, -0.641, 2.410], [-2.899, -0.614, 3.585], [-3.880, -1.136, -3.205], [-1.730, 2.443, 2.128], [-5.899, 1.533, 1.889], [1.568, -2.903, 0.288], [0.591, 3.064, -1.827], [3.054, -0.063, 3.844], [1.472, 4.537, 0.082], [2.551, 0.637, 2.662], [-2.848, 2.296, 3.495], [2.372, 4.964, 2.020], [0.924, -4.562, -2.507], [-3.304, 0.981, -0.652], [-1.121, 6.559, -3.638], [-0.798, -3.973, -6.286], [2.075, 2.794, 1.386], [-1.452, -4.144, -5.073], [1.821, -5.137, -0.090], [2.034, 4.251, 1.283], [2.329, -1.509, 2.263], [0.380, 1.857, -2.527], [-2.680, -0.658, 2.512], [1.433, -4.922, 2.629], [2.419, -3.983, 2.327], [-5.789, -1.808, 0.220], [-1.756, -2.349, -0.948], [0.258, 6.420, -3.579], [-3.908, -1.125, -1.315], [1.899, 5.180, -2.955], [-2.896, -0.835, -3.570], [0.392, -1.692, -2.844], [5.970, 3.511, 5.274], [-3.011, 5.659, -3.145], [-2.783, 2.338, 2.403], [-0.351, 0.415, -4.103], [0.757, 0.629, -2.114], [-1.562, 7.439, -4.092], [-5.663, -1.696, -0.859], [1.742, -6.104, 3.287], [-3.027, -1.623, 2.150], [0.621, -2.323, -5.259], [-1.597, -3.525, -3.021], [3.450, 0.388, 4.741], [-1.993, 3.656, -2.108], [2.070, -2.730, 1.597], [4.045, -5.448, 3.367], [0.897, 7.193, -3.991], [-3.533, 0.786, 1.615], [-1.932, 5.561, -3.110], [0.823, 5.292, -2.999], [2.043, 5.019, 6.051], [1.515, -4.167, -0.452], [-0.720, 2.537, -4.403], [-2.812, -2.579, -0.779], [2.714, 4.399, 5.468], [1.204, 3.258, -0.567], [2.915, -1.387, 3.600], [0.821, -2.426, -1.716], [0.028, 0.249, 0.304], [0.307, -0.278, -2.992], [5.075, 2.186, 3.386], [2.532, 2.041, 2.502], [-2.276, -4.843, -4.993], [0.760, -2.912, -7.314], [-4.611, -0.419, -3.590], [-0.309, 1.734, -3.812], [-6.403, -0.972, -1.207], [-1.069, -3.408, -3.961], [3.731, -4.270, 2.705], [3.298, -7.294, 4.176], [1.597, 2.265, 0.251], [4.064, 4.354, 5.788], [0.020, 4.287, -2.469], [-1.368, 4.436, -2.528], [1.143, -1.915, -0.512], [1.055, -3.873, -1.687], [-0.818, -0.041, -4.962], [3.173, -2.195, 4.268], [-5.880, -2.664, -1.326], [3.052, -6.372, 3.662], [4.913, 3.552, 5.036], [1.432, -1.609, -5.327], [0.957, -6.816, 3.511], [-3.053, -3.501, -1.319], [-2.934, -2.783, 0.286], [-5.308, 0.708, 2.295], [0.241, -3.056, -6.373]], "mulliken_charge": [-0.2734, -0.0697, 0.3512, -0.2509, 0.5239, 0.4243, 0.2385, 0.3579, -0.3948, 0.3607, 0.2485, -0.0981, 0.3075, 0.3375, 0.5517, 0.5081, -0.0300, 0.4143, -0.8426, 0.1176, 0.2731, -0.0541, 1.9572, -1.1457, -1.0412, -0.2159, 0.3032, 0.4317, 0.4707, 0.0553, -0.3523, -0.4224, 0.1845, -1.0093, 0.4045, -1.3283, -0.1331, 0.3695, -0.8415, -0.1380, -0.2785, 0.2358, -0.3477, -0.7371, 0.2718, 0.4600, 0.0429, 1.9894, 0.3601, 0.4025, -1.0018, -0.5841, -0.8166, 0.3457, -1.1912, -0.7722, 0.2730, -0.2933, 0.3840, 0.4005, 0.5810, 1.8732, -0.7453, 0.3516, 0.4561, -0.8441, -0.1269, 0.3759, -1.2916, 0.3539, -0.6308, -0.8009, -0.2397, -1.2767, -0.2054, 1.6325, -0.1426, 0.4494, 1.6182, 0.3923, 0.3722, 0.3628, -1.6887, 0.2594, 0.3958, -0.2602, 0.3628, -0.5754, -0.3752, -0.5605, -0.1096, -0.0651, -1.3661, 0.4753, 0.4423, 0.3219, -0.3554, -0.7679, 0.4531, 0.3644, 0.3856, 0.4179, -1.1686, -0.7944], "e_above_lowest_kcal_mol": 2.8, "lumo_energy_ev": 4.08, "largest_force_ev_per_a": 0.7, "total_charge": -2}

{"formula": "C3H3LiO2Pt", "method": "ωB97M-V with the def2-TZVPD basis set", "elements": ["C", "H", "H", "O", "H", "Li", "C", "C", "Pt", "O"], "xyz": [[-2.090, -0.164, 0.047], [-3.487, 0.429, -1.445], [-2.388, 1.734, -0.792], [-1.746, -1.208, 0.441], [-1.795, 0.577, -1.924], [-0.026, -1.287, 1.403], [0.970, 1.646, -1.523], [-2.494, 0.692, -1.094], [-0.409, 1.098, 1.112], [0.565, 1.438, -0.488]], "nbo_charge": [0.6413, 0.3448, 0.2904, -0.4385, 0.3189, 0.9491, 0.7563, -0.7673, 0.6054, -0.7004], "e_above_lowest_kcal_mol": 0.0, "spin_multiplicity": 3, "lumo_energy_ev": [-10.48, -12.54], "largest_force_ev_per_a": 4.7, "total_charge": 2}

Which formula does entry 1 have?
C50H46AsKN4Si2